Record 1
The following is a quantum chemistry calculation of C12H17P as an isolated structure in a non-equilibrium geometry, from the OMol25 dataset.

Geometry as XYZ:
```
30
Properties=species:S:1:pos:R:3:forces:R:3
C -2.0685 -4.7749 0.9026 0.267 -0.832 0.093
C -1.2866 -4.0129 1.7728 0.125 0.881 -2.449
C -2.3460 -4.4347 -0.4460 1.314 0.825 0.862
C -0.8375 -2.7481 1.3269 -1.831 -2.149 -0.981
C -1.9055 -3.1575 -0.8077 0.949 -1.097 0.180
C -1.1526 -2.3345 0.0316 -1.409 -0.780 1.810
C 0.8448 -0.3813 -0.1658 -1.816 0.696 -0.024
C -1.1542 1.6909 -0.5114 0.279 -0.199 -2.448
C 1.2459 1.0758 -0.4641 -0.377 -1.794 -0.287
C 0.1330 2.0705 0.0859 -0.331 -1.270 3.358
C 2.6080 1.4305 0.1601 -1.051 -0.943 -0.921
C 0.5251 3.4906 -0.1618 2.794 0.279 1.692
P -0.8042 -0.6920 -0.5084 1.669 2.313 -2.490
H -2.2732 -5.7309 1.3799 -0.459 -0.248 -0.846
H -0.8568 -4.5788 2.5676 -0.069 0.389 1.081
H -2.5750 -5.1429 -1.2540 -0.563 0.244 0.810
H -0.3252 -2.1273 1.9577 1.466 1.493 1.475
H -1.7923 -2.8809 -1.8264 -0.839 0.132 -1.014
H 1.2225 -1.1228 0.5438 0.712 0.625 -0.338
H -2.0598 2.1014 -0.1031 -0.344 -0.326 0.578
H -1.0622 2.1315 -1.5685 -0.571 -1.273 0.767
H 1.0577 1.2014 -1.5707 1.107 0.141 0.758
H 0.0660 2.0042 1.2567 0.189 -0.463 -1.857
H 2.2686 1.4853 1.1501 0.303 0.468 1.917
H 2.8941 2.3657 -0.1991 0.725 1.658 -0.300
H 3.4764 0.7789 0.1409 -0.373 -0.539 -0.546
H 0.9785 3.5721 -1.0981 0.659 0.110 -1.997
H 1.4228 3.7244 0.5433 -1.810 0.051 -0.914
H -0.2064 4.2569 -0.1374 -0.946 0.463 0.546
H -1.1594 -1.0683 -1.9463 0.231 1.144 1.485
```
Forces are in eV/Å.

Calculated values
DFT total energy ... -808.60468 Ha
LUMO (spin up / spin down) ... -0.195 / -0.193 eV
Highest occupied orbital energy (spin up / spin down) ... -7.04 / -7.05 eV
Relative energy (zero: lowest compared OMol25 entry of this formula, charge and spin) ... 5.1792 eV
Strongest force on any atom ... 3.79 eV/A
Kohn-Sham gap (spin up / spin down) ... 0.2516 / 0.2520 Ha
Total charge ... 0

From a natural (NBO) analysis of the wavefunction, the atomic charges in e read: C -0.186; C -0.212; C -0.213; C -0.175; C -0.189; C -0.383; C -0.751; C -0.502; C -0.223; C -0.273; C -0.609; C -0.600; P 1.033; H 0.210; H 0.219; H 0.231; H 0.212; H 0.211; H 0.235; H 0.206; H 0.184; H 0.197; H 0.191; H 0.205; H 0.205; H 0.219; H 0.200; H 0.208; H 0.217; H -0.068

***

Record 2
The following is a quantum chemistry calculation of a 2-piece molecular cluster, C2H2N2O2S overall in a non-equilibrium geometry, from the OMol25 dataset.

Geometry as XYZ:
```
9
Properties=species:S:1:pos:R:3:forces:R:3
C 1.0747 1.4683 0.1008 0.653 0.110 -0.474
C -0.2330 1.3702 0.4046 0.260 -3.182 2.694
N 2.1315 1.6453 -0.2990 2.018 0.179 -0.414
N -0.0119 -0.7236 -1.2673 -0.468 0.998 0.292
O -0.2875 -3.1610 -0.9055 -0.371 0.551 0.199
O -0.9886 -1.6846 0.9633 0.183 0.186 -1.198
S -0.5001 -1.8378 -0.3871 0.397 -1.399 1.031
H -0.4357 0.7416 1.3203 -0.463 0.894 -1.370
H -0.7495 2.1817 0.0699 -2.209 1.663 -0.760
```
Forces are in eV/Å.

Calculated values
DFT total energy ... -735.37778 Ha
LUMO (spin up / spin down) ... -2.054 / -3.136 eV
Highest occupied orbital energy (spin up / spin down) ... -11.83 / -10.20 eV
Relative energy (zero: lowest compared OMol25 entry of this formula, charge and spin) ... 5.7008 eV
Strongest force on any atom ... 4.18 eV/A
Kohn-Sham gap (spin up / spin down) ... 0.3594 / 0.2594 Ha
Total charge ... 0

From a natural (NBO) analysis of the wavefunction, the atomic charges in e read: C 0.162; C -0.293; N -0.225; N -0.640; O -0.809; O -0.834; S 2.163; H 0.253; H 0.224

***

Record 3
The following is a quantum chemistry calculation of a 2-piece molecular cluster, C4H11NO2 overall in a non-equilibrium geometry, from the OMol25 dataset.

Geometry as XYZ:
```
18
Properties=species:S:1:pos:R:3:forces:R:3
C -0.2965 0.9936 -0.1777 2.858 -0.304 2.845
C 1.1961 0.6766 -0.1900 -0.697 -1.230 0.375
C 3.0758 -0.9935 0.1085 -2.499 -1.750 -2.061
C -2.6643 0.3913 0.0666 -1.830 -1.963 1.784
H -0.6999 0.0548 0.6674 1.761 3.383 -2.990
H -0.6799 0.9619 -1.2453 0.659 0.413 1.632
H -0.2621 2.0737 0.3948 -0.851 -2.719 -1.766
H 0.8809 -1.5019 -0.4586 1.326 2.363 0.570
H 3.5133 0.0507 0.1005 0.066 -1.713 -0.564
H 3.1934 -1.4659 1.1233 -0.512 0.617 -0.923
H 3.3087 -1.9092 -0.7138 0.181 3.074 2.132
H -3.2236 -1.4380 0.1798 0.304 -0.927 0.225
H -3.1277 1.3486 0.0323 -0.543 0.755 -0.230
H -2.2500 0.2534 1.1028 -0.460 0.463 -0.875
H -1.8924 0.2803 -0.6458 -1.129 -0.310 -0.286
N 1.5314 -0.6690 -0.2637 1.985 -1.449 0.709
O 2.0287 1.5295 0.0182 0.539 0.385 -0.082
O -3.6320 -0.6368 -0.0993 -1.158 0.914 -0.495
```
Forces are in eV/Å.

Calculated values
SMILES string ... CNC(C)=O.CO
DFT total energy ... -364.08726 Ha
LUMO ... 0.269 eV
Highest occupied orbital energy ... -9.49 eV
Relative energy (zero: lowest compared OMol25 entry of this formula, charge and spin) ... 4.9228 eV
Strongest force on any atom ... 4.85 eV/A
Kohn-Sham gap ... 0.3586 Ha
Total charge ... 0

From a natural (NBO) analysis of the wavefunction, the atomic charges in e read: C -0.734; C 0.656; C -0.437; C -0.226; H 0.231; H 0.237; H 0.277; H 0.405; H 0.267; H 0.198; H 0.204; H 0.455; H 0.185; H 0.143; H 0.173; N -0.678; O -0.631; O -0.723